No. 1
Here is a molecular structure, C25H41BiF5P2 from OMol25. Energies are from ωB97M-V/def2-TZVPD.

Last column: Mulliken charge in e.
Positions of all 74 atoms, in Å:
Bi 1.95374 0.08111 1.66608  1.01
C -2.04232 -1.22767 4.07602  0.26
C -1.65285 -2.27880 3.20309  0.56
C 0.10381 -1.83346 4.60865  0.62
C -0.95192 -0.95304 4.93238  0.48
C -0.31790 -2.64720 3.52828  0.49
C -3.36263 -0.56027 4.11257  -1.66
H -3.79138 -0.46760 3.09627  0.31
H -3.26440 0.44520 4.54294  0.43
H -4.09032 -1.11462 4.73218  0.28
C -0.87329 0.11999 5.93788  -1.29
H -1.84571 0.62368 6.04083  0.38
H -0.12744 0.86103 5.63410  0.22
H -0.58581 -0.25948 6.93103  0.32
C 1.44025 -1.82696 5.23600  -1.29
H 1.38035 -1.93121 6.32322  0.36
H 1.96973 -0.88256 5.02172  0.22
H 2.06094 -2.65342 4.85046  0.36
C 0.50719 -3.67776 2.86678  -1.50
H 0.49824 -4.62504 3.44922  0.31
H 1.55927 -3.35945 2.79479  0.31
H 0.14011 -3.90368 1.85256  0.37
C -2.49038 -2.92115 2.16827  -1.41
H -2.69533 -3.97632 2.42959  0.38
H -1.99979 -2.92078 1.17336  0.20
H -3.46363 -2.41650 2.07137  0.39
C -1.13953 2.09065 0.18641  -0.88
C -2.24529 1.36774 0.30681  -0.53
C -2.63328 0.12856 -0.45015  -0.81
C -1.58451 -0.38108 -1.45635  0.66
C -0.30447 -0.90860 -0.97378  -0.29
C 0.86713 -0.19515 -0.91461  -1.22
C 1.03066 1.28047 -1.17083  0.71
C -0.18391 2.16128 -0.98480  0.01
H -3.51896 0.40584 -1.07515  0.49
H -1.40254 0.41825 -2.19761  -1.72
H -2.98490 -0.67319 0.23032  0.20
H -0.84393 2.14683 -1.87961  -0.45
H -0.72740 2.61987 1.04479  0.48
H -2.99117 1.70758 1.04041  0.46
H 0.18421 3.20789 -0.94332  0.54
H 1.88011 1.73801 -0.63150  0.48
H 1.82429 -0.75937 -0.95646  0.91
H 1.37339 1.37674 -2.24933  -0.78
H -2.08826 -1.13955 -2.07286  0.73
H -0.27172 -1.98323 -0.77944  0.49
P -0.53941 1.47673 -3.91820  1.23
C -0.76744 3.25547 -4.17970  -1.54
C -1.77105 0.76247 -5.02361  -1.33
P 1.77619 -0.46099 -4.25876  0.48
C 1.03803 1.17175 -4.72060  -1.51
C 1.07632 -1.42037 -5.68154  -1.21
C 3.36084 -0.14256 -5.14397  -1.26
H 0.05697 3.83354 -3.74496  0.34
H -1.71016 3.61129 -3.74271  0.38
H -0.78951 3.39708 -5.26668  0.48
H -1.69242 1.29561 -5.97369  0.43
H -2.77881 0.91113 -4.60852  0.39
H -1.61203 -0.31202 -5.16527  0.27
H 3.14545 0.10040 -6.18843  0.38
H 3.97999 -1.04098 -5.08411  0.41
H 3.88038 0.68997 -4.66973  0.37
H 1.73781 1.97292 -4.46229  0.63
H 0.84174 1.20326 -5.79780  0.65
H 1.58176 -2.39128 -5.71572  0.43
H 1.27502 -0.88928 -6.61948  0.37
H 0.00203 -1.59790 -5.58294  0.28
F 2.74528 3.21959 1.56896  -0.26
C 2.67885 2.17967 2.48399  0.31
F 2.30254 2.73771 3.68244  -0.27
C 4.12315 1.67317 2.60558  0.60
F 4.24305 0.66330 3.55307  -0.20
F 4.51479 1.16926 1.35542  -0.21
F 5.00218 2.62749 2.94664  -0.22

- Total energy: -2373.356276 hartree
- Charge: +1
- Energy relative to the best compared isomer or geometry (same formula, charge and spin): 35.9 kcal/mol

No. 2
Here is 3 unconnected molecules or ions with the total composition C25H41Cl2NO3S from OMol25. Energies are from ωB97M-V/def2-TZVPD.

Last column: Mulliken charge in e.
Positions of all 73 atoms, in Å:
C -2.81134 -0.21373 3.87851  -1.00
C -1.53403 -0.58791 3.01170  -0.25
S -1.89772 -0.97597 1.24681  -0.12
C -2.03627 0.61507 0.27846  0.00
C -3.22149 1.50639 0.75762  0.54
C -3.13909 2.86629 1.01704  0.31
C -1.74905 3.55008 0.78927  -0.22
Cl -1.43426 3.53684 -1.03872  -0.10
C -1.63821 5.07109 1.27307  0.16
C -0.07591 5.40648 1.34055  -1.22
Cl -2.27269 6.14764 -0.08631  -0.17
C -4.44418 3.56945 1.47238  0.43
O -4.63543 4.76808 1.39343  -0.52
C -5.67230 2.74621 2.04026  0.69
N -6.68055 3.48216 2.77981  -0.46
C -7.25980 2.77327 3.63101  0.67
O -8.04870 2.07541 4.12400  -0.37
C -5.73878 1.40787 1.76628  -0.98
C -4.61021 0.76751 0.91922  -0.05
O -4.85774 -0.28814 0.36926  -0.54
H -2.97807 0.89971 3.93112  0.17
H -3.74983 -0.74779 3.57219  0.24
H -2.59002 -0.54403 4.94088  0.41
H -0.75716 0.21927 3.13757  0.15
H -1.10786 -1.52983 3.47579  0.41
H -2.19712 0.30367 -0.79930  0.34
H -1.02585 1.09372 0.33546  -0.54
H -0.89183 2.95886 1.22286  0.17
H -2.14730 5.27851 2.24931  0.50
H 0.37109 5.39879 0.30027  0.31
H 0.02427 6.48113 1.68682  0.39
H 0.48620 4.72996 2.03849  0.29
H -6.57775 0.74297 2.08844  0.33
C 2.04648 1.33577 0.90686  -0.59
C 3.36874 0.61654 0.67105  -0.89
C 3.19243 -0.85963 0.31103  0.40
C 2.52982 -1.71761 1.39319  -0.18
C 3.24192 -1.71869 2.74620  -0.47
C 4.65196 -2.29313 2.68186  -1.27
H 1.49669 0.90699 1.74823  0.06
H 2.22638 2.39093 1.13208  0.34
H 1.41244 1.28500 0.01692  0.21
H 4.00736 0.72206 1.55294  0.38
H 3.89558 1.11369 -0.14894  0.41
H 4.17204 -1.27939 0.06084  0.41
H 2.59424 -0.93299 -0.60163  -0.67
H 2.46588 -2.74686 1.02362  0.48
H 1.49586 -1.38774 1.53876  -0.17
H 2.65276 -2.31838 3.44755  0.38
H 3.27593 -0.70746 3.16286  0.26
H 4.63547 -3.32203 2.31375  0.30
H 5.10519 -2.29683 3.67565  0.40
H 5.29832 -1.70435 2.02744  0.29
C 0.75440 -1.28649 -2.87565  -1.07
C 1.07965 -2.77201 -2.96164  -0.49
C 2.45090 -3.05086 -3.57898  -0.57
C 2.61631 -2.58393 -5.02827  -0.76
C 1.60566 -3.16724 -6.01600  -0.38
C 1.69552 -4.68333 -6.14123  -1.20
H 0.71399 -0.82218 -3.86271  0.40
H -0.22068 -1.14265 -2.40180  0.15
H 1.50014 -0.76015 -2.27676  0.25
H 0.29486 -3.28846 -3.52196  0.45
H 1.06157 -3.19321 -1.95159  0.31
H 2.65305 -4.12479 -3.51570  0.35
H 3.22070 -2.56522 -2.96876  0.23
H 3.62793 -2.84284 -5.35940  0.43
H 2.55932 -1.49176 -5.06838  0.29
H 1.78782 -2.72450 -7.00038  0.39
H 0.58738 -2.88147 -5.73666  0.23
H 2.69330 -4.98749 -6.46762  0.29
H 0.97406 -5.04593 -6.87674  0.38
H 1.47760 -5.18039 -5.19352  0.28

- Total energy: -2576.143968 hartree
- Structure (SMILES): CCSCC1=C([C@@H](Cl)[C@@H](C)Cl)C(=O)C(N=C=O)=CC1=O.CCCCCC.CCCCCC
- Charge: 0

No. 3
Here is a molecular structure, C25H41KN4O3S2 from OMol25. Energies are from ωB97M-V/def2-TZVPD.

Last column: Mulliken charge in e.
Positions of all 76 atoms, in Å:
K 1.22049 0.27738 -0.34291  0.90
C 3.48376 -1.82237 1.89357  -0.79
C 2.67880 -1.96881 3.18714  -0.66
N 1.29080 -1.53698 3.02087  0.00
C 0.81302 -0.60790 4.03705  -0.51
C 1.52480 0.75121 4.04083  -0.82
N 1.55819 1.34021 2.69927  0.18
C 2.87635 1.77687 2.23155  -0.75
C 3.87890 0.62615 2.10385  -0.86
N 3.36225 -0.48822 1.32448  0.03
H 3.08893 -2.52183 1.15285  0.20
H 4.52328 -2.11228 2.10706  0.39
H 3.17297 -1.40455 3.98692  0.24
H 2.71817 -3.01908 3.48991  0.46
H 1.24153 -1.03989 2.13991  -0.12
H 0.89724 -1.06905 5.02516  0.46
H -0.25225 -0.43619 3.85645  0.07
H 2.54530 0.63390 4.41052  0.23
H 1.02244 1.41289 4.75503  0.53
H 0.91046 2.11336 2.64126  0.24
H 3.32750 2.53901 2.88481  0.35
H 2.74558 2.23932 1.24813  0.16
H 4.16182 0.26844 3.09530  0.36
H 4.79260 1.03726 1.66204  0.50
H 3.67234 -0.43850 0.36155  0.34
N 4.13513 2.92057 -2.33819  -0.76
C 2.86913 2.21103 -2.16527  0.89
O 3.03007 0.91097 -1.92771  -0.84
C 1.76102 2.75392 -3.01069  -0.65
C 1.73079 3.09596 -1.51867  -0.78
H 4.74806 2.63132 -1.58347  0.26
H 4.01982 3.92599 -2.27889  0.26
H 1.02641 2.03138 -3.34923  0.04
H 1.95538 3.55155 -3.72001  0.30
H 0.87343 2.74315 -0.94631  0.11
H 1.99451 4.11527 -1.25688  0.21
O -1.31549 0.53157 0.19834  -0.64
S -2.08261 0.37360 1.47000  0.53
C -2.46381 -1.40283 1.65457  -1.17
C -3.18169 -2.01351 0.49339  0.09
C -4.52821 -2.35375 0.59280  -0.24
C -5.20460 -2.89094 -0.49357  -0.74
C -4.53788 -3.08488 -1.69540  -0.54
C -3.19007 -2.76148 -1.79634  -0.55
C -2.51110 -2.23669 -0.70757  0.20
C -3.77988 1.03657 1.10788  -1.55
C -3.84537 1.54970 -0.29922  0.39
C -4.40709 0.78532 -1.31357  0.08
C -4.40962 1.24890 -2.62213  -0.85
C -3.84118 2.47662 -2.92861  -0.43
C -3.27486 3.24494 -1.91912  -0.64
C -3.28024 2.78231 -0.61421  -0.17
H -3.02798 -1.48953 2.58581  0.52
H -1.47219 -1.83855 1.80942  0.41
H -5.04953 -2.21053 1.53350  0.40
H -6.24935 -3.15831 -0.40064  0.39
H -5.06201 -3.50198 -2.54561  0.39
H -2.66339 -2.93243 -2.72696  0.44
H -1.45253 -2.01509 -0.76857  0.41
H -3.92838 1.83632 1.83316  0.60
H -4.50857 0.24970 1.29249  0.44
H -4.83378 -0.18306 -1.08354  0.35
H -4.85122 0.64320 -3.40332  0.43
H -3.83604 2.83364 -3.95031  0.40
H -2.82120 4.19968 -2.15109  0.41
H -2.82661 3.37938 0.16923  0.36
C 3.01861 -2.73870 -2.36476  -0.86
S 1.23361 -2.74189 -2.19453  0.36
C 0.97365 -1.31218 -3.25934  -0.64
O 0.95601 -2.33720 -0.77534  -0.51
H 3.28230 -3.00179 -3.38861  0.43
H 3.40612 -3.48680 -1.67580  0.38
H 3.38346 -1.73706 -2.12091  0.12
H 1.20099 -1.66429 -4.26751  0.53
H 1.65853 -0.49695 -2.98490  0.01
H -0.07582 -1.02251 -3.20641  0.24

- Total energy: -2818.199015 hartree
- Charge: 0
- Energy relative to the best compared isomer or geometry (same formula, charge and spin): 5.7 kcal/mol

No. 4
Here is a molecular structure, C25H42Cl2InO2P2 from OMol25. Energies are from ωB97M-V/def2-TZVPD.

Last column: Mulliken charge in e.
Positions of all 74 atoms, in Å:
In -0.81748 1.69977 -1.68784  0.87
C -0.87674 -2.18225 1.30560  0.30
C 0.42540 -2.53371 0.86815  0.77
C 0.60611 -0.78958 2.35145  0.67
C -0.76561 -1.10652 2.22342  0.61
C 1.34542 -1.66718 1.51974  0.27
C -2.14656 -2.83822 0.86685  -1.63
H -2.04212 -3.22234 -0.15354  0.34
H -2.96376 -2.10942 0.88554  0.36
H -2.42426 -3.68319 1.51844  0.27
C -1.85102 -0.43955 2.95141  -1.16
H -2.82149 -0.85940 2.68794  0.41
H -1.87066 0.63821 2.74877  0.04
H -1.70376 -0.56443 4.03575  0.29
C 1.13203 0.26625 3.24155  -1.19
H 0.81710 0.06569 4.27303  0.29
H 0.74748 1.25222 2.96271  0.03
H 2.22199 0.29302 3.20706  0.40
C 2.81810 -1.69807 1.36244  -1.63
H 3.30085 -2.36583 2.09237  0.27
H 3.23479 -0.69662 1.49787  0.40
H 3.09484 -2.05294 0.36181  0.33
C 0.76113 -3.57540 -0.13819  -1.34
H 0.95357 -4.57414 0.29979  0.32
H 1.66127 -3.27199 -0.69370  0.32
H -0.06746 -3.67901 -0.85954  0.27
C -1.47433 1.93530 -5.72740  -1.02
C -1.83625 0.56678 -5.64638  -0.05
C -1.14234 -0.45119 -6.62494  -0.84
C 0.32718 -0.24842 -7.06119  -0.89
C 1.23425 0.27720 -5.99434  -0.10
C 1.56039 1.60146 -5.78067  -0.58
C 0.85128 2.77282 -6.45234  -1.14
C -0.66638 2.54766 -6.80532  -0.81
H -1.81191 -0.42593 -7.50288  0.37
H 0.42381 0.35125 -8.00190  0.29
H -1.21917 -1.46338 -6.20034  0.37
H -0.77586 1.98230 -7.75750  0.25
H -1.98253 2.68001 -5.07857  0.59
H -2.91926 0.25466 -5.54664  0.61
H -1.08564 3.57904 -6.94461  0.41
H 0.93892 3.68036 -5.83730  0.28
H 2.56083 1.85163 -5.40010  1.02
H 1.42690 2.93964 -7.37960  0.47
H 0.71687 -1.28217 -7.26899  0.44
H 1.73200 -0.52282 -5.42460  0.31
P -1.92868 0.50173 -3.70676  0.84
C -3.47468 1.43453 -3.47722  -1.30
C -1.57612 -1.28104 -3.47562  -0.63
P 1.61976 1.41957 -2.86037  0.81
C 0.02998 1.35617 -3.89508  -1.24
C 2.63259 -0.03415 -3.20104  -1.20
C 2.40523 3.04612 -3.04588  -1.14
H -3.33956 2.32205 -2.84159  0.44
H -4.26085 0.82541 -3.00634  0.31
H -3.87435 1.76492 -4.45590  0.52
H -1.19144 -1.73244 -4.42078  0.21
H -2.52374 -1.81948 -3.27269  0.44
H -0.86930 -1.49988 -2.63889  0.03
H 2.38505 3.44288 -4.08179  0.27
H 3.45468 3.01718 -2.70215  0.44
H 1.88436 3.77619 -2.38834  0.32
H -0.14901 2.36198 -4.37820  0.94
H 0.12454 0.41209 -4.46846  -0.27
H 3.36418 -0.16682 -2.36996  0.48
H 3.21556 0.02071 -4.14609  0.39
H 1.99845 -0.94665 -3.20618  0.31
Cl -1.19719 3.27122 3.35842  -0.11
C -0.68231 3.98781 1.77167  0.03
Cl 0.90790 4.79156 1.79262  -0.14
C -0.71639 3.00360 0.52745  0.16
O -0.99788 3.58753 -0.58580  -0.69
O -0.50591 1.74429 0.55302  -0.44
H -1.45289 4.69444 1.46362  0.37

- Total energy: -2920.907244 hartree
- Charge: +1
- Energy relative to the best compared isomer or geometry (same formula, charge and spin): 175.6 kcal/mol

Question: What is the total energy in the second record?
Answer: -2576.143968 hartree